A cluster of 2 separate species, CH5BS in total, computed with ωB97M-V/def2-TZVPD.

Frontier orbital gap = 9.41 eV
Electronic energy = -12627.46837 eV

```
! wB97M-V def2-TZVPD RIJCOSX def2/J DEFGRID3
* xyz 0 1
B 0.708 0.464 -0.089
C -0.649 -1.263 0.256
S -0.011 2.009 0.323
H 1.596 0.126 -0.665
H -0.229 -2.136 0.520
H -0.682 -1.116 -0.816
H -1.552 -0.991 0.695
H 0.819 2.907 -0.224
*
```

An isolated molecule of C5H9NO, computed with ωB97M-V/def2-TZVPD.

Frontier orbital gap = 10.44 eV
Structure (SMILES) = CC1(C)NCC1=O
Electronic energy = -8867.67747 eV

```
! wB97M-V def2-TZVPD RIJCOSX def2/J DEFGRID3
* xyz 0 1
C 0.582 0.663 -1.364
C -0.062 -0.117 -0.223
C -1.012 -1.189 -0.737
N 0.880 -0.639 0.814
C 0.392 0.296 1.853
C -0.652 0.801 0.858
O -1.545 1.601 0.883
H -0.186 1.170 -1.958
H 1.134 -0.015 -2.026
H 1.278 1.424 -0.993
H -1.813 -0.752 -1.338
H -1.458 -1.734 0.095
H -0.467 -1.908 -1.355
H 1.853 -0.479 0.570
H -0.017 -0.200 2.741
H 1.092 1.076 2.180
*
```

A cluster of 2 separate species, C15H20Cl2O5S in total, computed with ωB97M-V/def2-TZVPD.

Frontier orbital gap = 8.67 eV
Structure (SMILES) = CC(=O)OCC[C@@H](S)OC(=O)COc1ccccc1.ClCCCl
Electronic energy = -61984.14071 eV

```
! wB97M-V def2-TZVPD RIJCOSX def2/J DEFGRID3
* xyz 0 1
C 6.212 0.687 -0.873
C 4.571 0.490 -1.125
O 3.912 1.569 -1.558
O 3.995 -0.824 -0.802
C 2.919 -1.212 -1.725
C 1.965 -2.419 -1.154
C 0.780 -1.942 -0.128
S 1.193 -0.459 0.937
O -0.454 -1.795 -0.938
C -1.640 -1.587 -0.094
O -1.834 -2.073 1.139
C -2.875 -0.699 -0.788
O -2.584 -0.373 -2.222
C -2.338 1.095 -2.187
C -3.415 2.249 -2.637
C -2.956 3.845 -2.482
C -1.488 4.310 -1.904
C -0.388 3.166 -1.494
C -0.858 1.582 -1.653
H 6.783 -0.337 -0.867
H 6.569 1.432 -1.710
H 6.351 1.276 0.156
H 2.211 -0.344 -2.063
H 3.447 -1.632 -2.709
H 2.572 -3.322 -0.686
H 1.411 -2.878 -2.107
H 0.598 -2.858 0.616
H 1.640 0.551 0.026
H -3.882 -1.290 -0.659
H -2.998 0.302 -0.170
H -4.480 1.968 -3.046
H -3.712 4.707 -2.761
H -1.202 5.440 -1.775
H 0.683 3.431 -1.070
H -0.070 0.767 -1.359
Cl -1.688 -0.651 6.892
C -2.181 -1.960 5.788
C -2.878 -1.430 4.545
Cl -4.476 -0.734 4.915
H -2.821 -2.651 6.346
H -1.270 -2.494 5.504
H -3.045 -2.246 3.837
H -2.281 -0.662 4.044
*
```

A structure of composition C40H40CaN9S, computed with ωB97M-V/def2-TZVPD.

Frontier orbital gap (spin up / spin down) = 5.50 / 4.45 eV
Electronic energy = -84814.25582 eV

```
! wB97M-V def2-TZVPD RIJCOSX def2/J DEFGRID3
* xyz -1 1
Ca -0.587 0.020 0.305
C 1.145 2.961 -0.743
C 0.026 2.646 -1.740
C 0.316 1.444 -2.597
C 0.909 1.549 -3.847
C 1.185 0.387 -4.554
C 0.860 -0.843 -4.004
C 0.265 -0.863 -2.753
N 0.006 0.254 -2.074
N 1.357 1.914 0.280
C 2.574 1.159 -0.079
C 2.862 -0.099 0.726
C 3.789 0.087 1.835
C 3.830 -0.833 2.873
C 2.801 -1.767 2.981
C 1.755 -1.785 2.081
N 1.724 -1.010 0.901
C 1.420 2.488 1.633
C 0.982 1.550 2.732
C 1.697 1.395 3.908
C 1.183 0.564 4.889
C -0.022 -0.085 4.672
C -0.668 0.122 3.466
N -0.185 0.937 2.530
H 0.920 3.910 -0.255
H 2.076 3.116 -1.303
H -0.122 3.521 -2.378
H -0.921 2.501 -1.212
H 1.142 2.525 -4.251
H 1.649 0.443 -5.531
H 1.055 -1.773 -4.519
H -0.027 -1.786 -2.264
H 3.449 1.825 0.000
H 2.463 0.872 -1.125
H 4.497 0.902 1.756
H 4.608 -0.785 3.626
H 2.770 -2.464 3.810
H 0.889 -2.423 2.189
H 0.724 3.331 1.656
H 2.427 2.872 1.852
H 2.657 1.877 4.017
H 1.732 0.404 5.808
H -0.443 -0.769 5.396
H -1.596 -0.388 3.225
S -1.680 -2.419 0.291
C -3.372 -1.901 0.110
N -4.225 -2.868 -0.085
N -5.558 -2.458 -0.274
C -5.989 -1.891 -1.444
C -7.370 -1.739 -1.661
C -7.851 -1.152 -2.815
C -6.983 -0.694 -3.799
C -5.618 -0.852 -3.594
C -5.116 -1.439 -2.446
N -3.814 -0.602 0.134
N -2.910 0.348 0.325
C -3.464 1.623 0.235
C -2.707 2.701 0.726
C -3.157 4.005 0.607
C -4.380 4.270 0.000
C -5.142 3.206 -0.472
C -4.706 1.897 -0.362
H -6.185 -3.145 0.108
H -8.062 -2.070 -0.894
H -8.923 -1.046 -2.939
H -7.359 -0.225 -4.699
H -4.917 -0.506 -4.346
H -4.050 -1.549 -2.312
H -1.777 2.495 1.248
H -2.558 4.816 1.006
H -4.738 5.287 -0.095
H -6.098 3.400 -0.944
H -5.296 1.076 -0.742
C 1.669 -3.895 -0.360
C 3.111 -3.676 -0.003
C 3.946 -4.769 0.185
C 5.320 -4.620 0.281
C 5.872 -3.364 0.096
C 5.075 -2.239 -0.072
C 5.725 -0.937 -0.458
C 3.679 -2.387 -0.009
N 2.833 -1.277 -0.201
H 1.474 -4.957 -0.510
H 1.436 -3.374 -1.292
H 0.967 -3.529 0.381
H 3.502 -5.758 0.214
H 5.957 -5.484 0.423
H 6.950 -3.245 0.056
H 6.709 -1.132 -0.890
H 5.844 -0.264 0.387
H 5.128 -0.416 -1.210
*
```